Molecular formula: C34H29N4O6PtS2
Method: DFT, ωB97M-V/def2-TZVPD

As for the total energy: -78884.7657 eV. Its relative energy (zero: lowest compared OMol25 entry of this formula, charge and spin) is 114.9 kJ/mol. The value obtained for the gap between HOMO and LUMO is 6.966 eV. The value obtained for the HOMO energy is -10.51 eV. Its net charge is +1.

Positions of all 76 atoms, in Å:
1 Pt 0.8045 -0.4802 -0.7186
2 O -0.2702 -4.5278 2.4604
3 C 0.6373 -3.8162 3.1638
4 C 0.8095 -4.0306 4.5296
5 C 1.7309 -3.2941 5.2461
6 C 2.5043 -2.3243 4.6160
7 C 2.3301 -2.1014 3.2671
8 C 1.4037 -2.8343 2.5155
9 C 1.1835 -2.4330 1.1242
10 O 1.8637 -1.3609 0.7147
11 N 0.4037 -3.0829 0.3035
12 N 0.0819 -2.2999 -0.8037
13 C -1.0216 -2.5838 -1.4104
14 C -1.6843 -1.8368 -2.4410
15 C -2.9119 -2.3296 -2.9053
16 C -3.6258 -1.6447 -3.8606
17 C -3.1167 -0.4451 -4.3599
18 C -1.9221 0.0759 -3.9047
19 C -1.1878 -0.6070 -2.9320
20 O 0.0119 -0.1456 -2.5770
21 H -0.7532 -5.0992 3.0680
22 H 0.2040 -4.7805 5.0261
23 H 1.8457 -3.4771 6.3067
24 H 3.2258 -1.7471 5.1770
25 H 2.9022 -1.3354 2.7637
26 H -1.4882 -3.4908 -1.0420
27 H -3.2965 -3.2510 -2.4858
28 H -4.5726 -2.0257 -4.2157
29 H -3.6715 0.0905 -5.1201
30 H -1.5193 0.9967 -4.3043
31 O 1.2256 1.5223 0.0037
32 S 0.3052 2.2998 -0.9742
33 C -0.5281 3.6721 -0.2301
34 C -0.0745 4.2393 0.9512
35 C -0.7750 5.3116 1.4814
36 C -1.9021 5.7930 0.8285
37 C -2.3445 5.2029 -0.3477
38 C -1.6636 4.1211 -0.8845
39 C 1.4005 3.0849 -2.1325
40 C 2.6701 3.4789 -1.7348
41 C 3.5095 4.0560 -2.6741
42 C 3.0744 4.2308 -3.9822
43 C 1.8025 3.8270 -4.3622
44 C 0.9562 3.2368 -3.4351
45 H 0.7996 3.8398 1.4500
46 H -0.4425 5.7710 2.4024
47 H -2.4488 6.6278 1.2464
48 H -3.2315 5.5751 -0.8421
49 H -2.0152 3.6354 -1.7867
50 H 2.9943 3.3236 -0.7137
51 H 4.5036 4.3711 -2.3864
52 H 3.7359 4.6785 -4.7120
53 H 1.4739 3.9592 -5.3844
54 H -0.0273 2.8886 -3.7230
55 O -2.4832 -1.4824 0.3051
56 C -1.7090 -0.9160 1.0522
57 O -0.6627 -0.2065 0.6548
58 C -1.8435 -0.9418 2.5413
59 C -0.8639 -0.4156 3.3770
60 C -1.0061 -0.5080 4.7527
61 C -2.1274 -1.1219 5.2945
62 C -3.1085 -1.6454 4.4621
63 C -2.9676 -1.5557 3.0871
64 H 0.0059 0.0579 2.9422
65 H -0.2416 -0.1011 5.4020
66 H -2.2400 -1.1888 6.3693
67 H -3.9833 -2.1196 4.8878
68 H -3.7165 -1.9590 2.4184
69 N 1.8341 -2.3488 -3.4058
70 C 2.8663 -1.9647 -2.6781
71 N 3.9621 -2.7002 -2.5850
72 S 2.8308 -0.4215 -1.8910
73 H 1.7614 -3.2765 -3.7929
74 H 1.0324 -1.7246 -3.4227
75 H 4.0702 -3.5738 -3.0758
76 H 4.6908 -2.4105 -1.9546

Forces on the atoms, in the same order (eV/Å):
Pt 0.32 -0.52 0.46
O 0.01 0.00 0.03
C 0.01 0.07 -0.06
C 0.02 0.03 -0.01
C 0.02 0.01 0.03
C -0.03 -0.04 0.01
C 0.02 -0.03 -0.01
C 0.01 -0.14 0.10
C 0.43 -0.08 -0.90
O -0.75 0.42 1.08
N -0.07 0.32 0.42
N 0.11 -0.42 -0.17
C 0.07 -0.22 0.05
C 0.15 0.20 -0.14
C 0.05 0.06 -0.01
C -0.02 0.02 -0.01
C -0.09 0.01 -0.05
C 0.05 -0.07 0.07
C 0.01 -0.41 0.15
O -0.30 0.66 0.07
H -0.03 -0.02 -0.01
H 0.00 0.00 -0.01
H 0.00 0.00 0.00
H 0.00 0.00 0.00
H -0.01 0.00 -0.01
H -0.02 -0.04 -0.11
H 0.01 -0.01 -0.01
H 0.01 0.00 0.00
H 0.01 0.01 0.01
H -0.01 0.02 0.01
O -0.09 -0.02 -0.76
S -0.78 0.12 -1.09
C 0.68 -0.06 0.72
C -0.02 0.08 0.00
C 0.00 -0.03 0.00
C -0.01 0.01 0.00
C -0.01 0.02 -0.02
C -0.03 -0.02 -0.01
C 0.17 0.04 0.30
C -0.01 0.04 -0.03
C 0.01 -0.01 0.02
C 0.00 0.01 0.00
C 0.00 0.00 -0.02
C 0.01 0.01 -0.01
H 0.00 0.00 -0.02
H -0.01 -0.01 0.00
H 0.01 0.00 -0.01
H 0.00 0.00 0.01
H 0.00 -0.02 0.02
H 0.00 0.00 -0.01
H 0.00 -0.01 0.00
H -0.01 0.01 0.00
H 0.00 -0.01 0.01
H 0.00 -0.01 0.01
O -0.02 -0.01 0.24
C 0.23 0.05 -0.39
O 0.00 0.15 0.09
C -0.19 -0.07 0.04
C 0.03 0.03 -0.03
C -0.02 -0.01 0.00
C 0.02 0.01 0.02
C -0.01 0.00 -0.01
C 0.02 -0.01 -0.01
H 0.00 0.00 0.00
H 0.00 -0.01 0.00
H 0.01 -0.01 0.00
H 0.00 0.00 -0.01
H 0.01 0.00 0.01
N 0.02 -0.09 0.13
C -0.19 0.20 -0.10
N 0.02 -0.07 -0.03
S 0.18 -0.22 0.10
H -0.03 0.01 0.00
H 0.01 0.02 -0.09
H 0.02 0.03 -0.05
H -0.01 0.01 0.03